# 1
175
Properties=species:S:1:pos:R:3:forces:R:3 method="wB97M-V/def2-TZVPD" homo_energy_ev=-4.81 charge=-1
Tl 0.806375 0.266592 0.057648 0.2 0.3 0.4
C 3.809195 1.442522 3.876148 -0.6 -0.4 -0.5
C 2.254895 1.735822 3.882248 1.1 -1.2 -0.6
C 2.052705 3.099112 4.505058 0.4 1.1 -0.8
O 1.638025 1.383042 2.699888 -0.1 0.8 0.8
H 4.331665 2.085772 3.168078 0.0 0.4 0.1
H 4.010965 0.435762 3.510328 -0.3 -0.1 0.0
H 4.235375 1.493222 4.878098 0.1 0.3 0.1
H 1.898315 1.073412 4.671018 -0.4 -0.8 0.4
H 1.007705 3.385242 4.624258 0.0 -0.1 0.2
H 2.541195 3.871202 3.910628 -0.2 0.2 -0.5
H 2.635085 3.182732 5.422638 -0.4 -0.3 0.5
P 2.060765 -0.322008 -2.834242 0.9 -0.3 -0.1
O 0.570185 -0.737838 -2.486982 0.9 -0.1 -1.0
O 1.970475 1.176672 -2.395062 0.2 0.0 -0.2
O 2.636615 -0.513398 -4.263872 -1.5 0.0 2.9
O 2.863105 -0.937748 -1.604022 -0.5 0.5 -1.5
C -4.986955 -2.132588 3.733688 0.4 0.6 -0.1
C -3.810775 -1.405178 3.108148 -1.7 0.2 -1.0
O -2.673415 -1.936298 3.671258 3.2 -0.7 0.9
P -1.287565 -2.193828 2.853918 1.4 2.1 -0.6
O -0.819605 -1.000368 2.046098 -1.3 -2.6 1.6
O -1.630895 -3.504998 1.982958 1.8 3.8 1.1
C -1.772735 -4.749208 2.555368 -0.9 -1.7 -0.3
C -1.973735 -5.514188 1.257348 -0.7 -1.1 0.7
O -0.213015 -2.720218 3.983498 -2.5 -0.1 -2.2
C 0.211195 -1.920008 5.079448 -0.1 -0.6 0.3
C 0.144305 -2.855948 6.338338 0.6 1.4 -0.3
H -4.969475 -3.176378 3.420148 -0.5 0.1 -0.1
H -4.904955 -2.096018 4.819988 0.0 0.0 0.0
H -5.855185 -1.539188 3.447068 -0.4 -0.7 0.0
H -3.800535 -1.526478 2.024958 -0.1 -0.2 -0.1
H -3.966225 -0.334238 3.238608 0.7 0.2 0.4
H -0.969425 -5.128348 3.187068 0.6 0.5 -0.4
H -2.634985 -4.743918 3.222148 -0.5 -0.2 -0.1
H -2.466605 -6.468208 1.444508 0.3 -0.3 -0.2
H -2.661385 -4.915268 0.660248 0.1 -0.2 -0.1
H -1.023235 -5.625368 0.735548 -0.1 -0.1 0.0
H 1.188005 -1.538738 4.781818 0.3 -0.3 0.5
H -0.395575 -1.017538 5.153408 -0.3 -0.1 0.3
H 0.109735 -3.922818 6.117688 -0.1 0.2 -0.4
H 1.054685 -2.696338 6.916118 0.0 0.0 0.2
H -0.708625 -2.582828 6.959628 0.0 -0.1 0.0
C 3.253365 6.113402 2.302688 0.6 0.9 1.0
C 2.714885 5.168502 1.285608 1.3 0.1 0.2
O 1.305295 5.402372 1.127598 -0.2 -1.0 -1.2
P 0.580145 4.647702 -0.091952 1.0 -1.7 -1.4
O 0.397725 3.159722 -0.067492 -0.1 2.5 0.3
O -0.781445 5.442172 -0.188812 -0.1 -0.5 0.1
C -0.873135 6.843252 -0.013112 -1.0 0.5 1.8
C -1.648665 7.107822 1.366738 0.7 1.1 -1.6
O 1.431585 5.124022 -1.427282 -0.4 -0.1 2.5
C 0.978605 4.612822 -2.669422 -0.5 0.4 -0.7
C -0.309415 5.311442 -3.039422 -0.5 0.0 -0.6
H 3.156345 7.180812 2.104428 -0.2 0.0 -0.5
H 2.866125 5.987872 3.313818 -0.5 -0.3 -0.1
H 4.320005 5.934342 2.438028 0.2 -0.1 -0.3
H 3.256295 5.265512 0.344558 -0.4 0.5 -0.1
H 3.022405 4.177332 1.618938 -1.0 -0.4 0.0
H 0.097395 7.333302 -0.090672 0.2 -0.2 0.6
H -1.422025 7.277992 -0.848472 -0.4 -0.3 0.0
H -1.204955 6.674352 2.263028 0.1 -0.3 -0.4
H -1.650315 8.189582 1.500458 0.2 0.2 0.2
H -2.716455 6.901282 1.294058 0.2 -0.6 -0.1
H 1.690185 4.899792 -3.443632 0.4 -0.1 0.3
H 0.897955 3.525852 -2.660632 0.0 -0.1 0.2
H -0.232755 6.385052 -2.867422 0.2 0.1 0.0
H -0.451485 5.177902 -4.111842 -0.3 -0.1 0.0
H -1.184845 4.979532 -2.481242 0.1 -0.2 -0.2
C 3.817655 -3.470388 4.803568 0.3 -0.7 -0.7
C 4.307245 -2.652358 3.598178 -0.6 -0.2 0.0
O 4.158955 -3.321038 2.324958 -0.6 -0.7 -0.6
P 2.795275 -3.399268 1.490538 0.1 -1.4 -1.0
O 2.099285 -2.130448 1.220908 0.2 -1.1 0.7
O 3.287605 -4.218828 0.141338 -0.2 1.4 2.1
C 2.502455 -4.126978 -1.044122 -0.6 -1.3 -1.8
C 1.612405 -5.411078 -1.238992 0.6 0.5 0.7
O 1.915845 -4.581588 2.239088 -0.3 3.1 -0.4
C 2.456235 -5.855818 2.395288 0.7 -0.4 -0.7
C 1.385665 -6.794908 2.889338 0.4 -0.1 0.0
H 2.906825 -4.027098 4.583198 -0.6 0.8 0.0
H 4.459055 -4.317168 5.047838 0.7 0.3 0.1
H 3.733005 -2.804498 5.662358 -0.2 -0.2 0.0
H 3.729945 -1.729688 3.538958 0.2 0.2 0.0
H 5.376055 -2.448688 3.663428 -0.2 0.2 0.0
H 1.907885 -3.221418 -1.164712 -0.1 0.1 0.8
H 3.215755 -4.052378 -1.864932 0.1 -0.1 0.0
H 2.152585 -6.346028 -1.387912 0.6 0.2 -0.1
H 1.080125 -5.585098 -0.303852 -0.5 0.2 -0.1
H 0.922095 -5.347578 -2.080152 -0.1 0.4 0.2
H 2.834765 -6.134508 1.411858 -0.1 -0.6 -0.1
H 3.351815 -5.783648 3.012408 -0.1 -0.3 0.5
H 1.785405 -7.801158 2.763768 -0.2 -0.2 0.3
H 1.128845 -6.606088 3.931688 0.0 -0.1 0.0
H 0.481915 -6.702918 2.286938 0.1 0.0 -0.1
C -6.765595 0.009242 1.177958 -0.3 -1.2 1.6
C -5.908955 0.674172 0.206168 0.9 0.4 -1.2
O -4.549385 0.540102 0.630818 1.9 1.9 0.5
P -3.408685 1.710472 0.435398 1.0 0.1 -0.7
O -2.047555 1.150482 0.206988 -1.8 0.5 0.5
O -3.580265 2.679872 1.723388 -1.2 -1.3 -1.1
C -2.569655 3.594602 2.148118 1.6 -0.2 0.4
C -1.915275 3.082642 3.421158 0.0 -0.5 -0.2
O -3.893425 2.665912 -0.810302 -0.1 -0.5 2.4
C -3.372135 2.544422 -2.119092 -0.4 -0.6 -1.1
C -4.453915 1.951602 -2.996452 -0.1 -0.2 -0.8
H -6.415015 0.373162 2.143748 -0.6 0.3 0.3
H -7.831765 0.176892 1.025418 0.1 0.1 0.0
H -6.576785 -1.060708 1.265408 -0.1 -0.2 -0.4
H -5.862715 0.174862 -0.761642 -0.8 0.5 -0.3
H -6.215615 1.720012 0.189318 0.3 0.1 -0.6
H -1.813205 3.634822 1.364368 0.0 0.4 0.0
H -2.953965 4.583432 2.398368 -0.6 -0.1 -0.7
H -2.691075 2.888322 4.161748 0.0 -0.1 0.1
H -1.351625 2.175182 3.204528 0.0 -0.2 0.1
H -1.202315 3.792852 3.839968 -0.1 0.2 -0.2
H -3.132935 3.528232 -2.522812 0.3 0.1 0.5
H -2.499855 1.890912 -2.131482 0.2 0.2 0.1
H -5.350395 2.566742 -3.074102 -0.1 0.0 0.6
H -4.144695 1.885502 -4.039582 0.5 -0.1 0.0
H -4.686735 0.936362 -2.675232 -0.2 0.1 0.0
C 5.335995 1.096032 -1.410072 -0.7 0.5 -0.3
C 5.387505 2.682662 -1.603552 0.5 -2.0 2.3
C 4.043755 3.354982 -1.675152 -1.8 -1.5 -2.0
F 3.263655 3.103452 -0.584942 1.0 0.2 -0.2
F 4.083265 4.669792 -1.950472 0.8 0.6 0.7
F 6.043895 3.185802 -0.556612 0.6 0.6 2.0
F 6.159725 3.010422 -2.613052 0.4 0.2 -2.3
O 6.607785 0.592262 -1.069992 0.6 -1.2 1.4
C 6.677045 -0.476818 -0.079502 -0.1 3.2 -2.2
C 6.026235 -1.775868 -0.586192 -1.6 0.3 1.9
F 6.458855 -2.141828 -1.752612 1.0 0.0 -2.2
F 6.356345 -2.745808 0.264568 0.9 -1.2 1.5
F 8.001245 -0.607048 0.078728 -0.5 -0.4 0.5
F 6.097065 -0.023328 1.069238 0.5 -0.9 -0.5
H 5.040815 0.615782 -2.342992 -0.3 0.2 -0.1
H 4.616105 0.832432 -0.635232 -0.2 0.3 -0.1
H 3.559275 2.905672 -2.542042 -0.5 -0.2 0.1
H 4.936655 -1.788788 -0.559132 -0.3 0.9 -0.4
C -5.328125 -2.766908 -2.697882 0.6 0.5 0.1
C -5.964655 -3.693708 -3.737392 0.7 1.0 -1.0
C -5.543175 -3.344548 -5.201542 1.3 -0.9 0.8
F -6.286905 -3.973378 -6.114832 -0.7 -0.6 -0.2
F -5.677605 -2.040558 -5.400642 -0.3 1.3 0.0
F -5.728115 -4.997518 -3.501022 0.1 0.0 0.1
F -7.291615 -3.474738 -3.662482 -0.7 -0.1 0.3
O -3.898405 -2.912508 -2.677712 0.3 -0.8 0.2
C -3.148895 -2.295708 -1.650762 -0.3 -1.9 -2.6
C -1.667925 -2.706628 -1.732522 1.2 1.1 -2.6
F -0.955695 -2.199138 -0.723872 -0.5 -0.7 1.0
F -1.416465 -4.035338 -1.919452 -0.7 0.3 0.9
F -3.243425 -0.995288 -1.859002 0.1 1.3 0.7
F -3.632295 -2.659078 -0.506102 -1.2 0.1 2.5
H -5.846435 -2.968218 -1.760372 0.4 -0.2 0.3
H -5.554835 -1.736338 -2.971082 -0.2 0.0 -0.2
H -4.499365 -3.609888 -5.369332 0.1 -0.1 0.1
H -1.267115 -2.200738 -2.610882 -0.1 0.0 -0.3
C 0.506305 0.940522 -5.730842 -1.2 -0.7 -0.4
C 1.086575 2.297262 -6.182072 1.2 -1.2 0.0
C 2.598435 2.392802 -5.808802 0.8 -1.0 2.2
F 3.487885 1.710092 -6.596112 -1.3 0.2 -0.1
F 3.047435 3.654372 -5.737382 -0.3 1.3 -0.8
F 1.010405 2.548112 -7.479192 -0.6 -0.1 -1.6
F 0.422215 3.289412 -5.563812 -0.2 0.4 0.5
O -0.808395 0.700642 -6.353652 -0.8 -1.0 0.6
C -1.627135 -0.388628 -5.850882 2.3 1.9 -1.1
C -0.886335 -1.756718 -5.725942 0.4 1.0 1.9
F -1.794645 -2.716308 -5.610382 -1.5 -1.0 0.2
F -0.140805 -2.044058 -6.758642 0.9 0.1 -2.2
F -2.168115 -0.032298 -4.709652 0.2 0.1 2.3
F -2.679335 -0.479258 -6.636152 -0.3 -0.4 -1.8
H 0.409685 1.036352 -4.649372 -0.1 -0.2 0.1
H 1.090765 0.052612 -5.971952 0.7 0.6 0.1
H 2.720425 2.046522 -4.782492 -0.2 -0.7 0.0
H -0.229265 -1.829848 -4.859332 -0.1 0.6 0.4

# 2
15
Properties=species:S:1:pos:R:3:forces:R:3 method="wB97M-V/def2-TZVPD" homo_energy_ev=-9.03
C 1.726312 -0.418175 0.200212 0.3 -0.4 -2.9
C 0.478492 -0.471559 -0.301286 -1.4 -1.4 -2.0
C -1.309024 0.398935 1.391468 1.8 0.3 -1.6
C -0.930890 -0.265258 0.015763 1.1 0.9 3.4
N 2.243004 -0.825092 -1.084966 1.0 0.9 0.8
N 0.963770 -1.124834 -1.520696 -2.0 0.0 1.4
O -1.836121 -0.586023 -0.677204 -1.3 -0.7 -2.1
H 2.231122 -0.101783 1.042162 0.9 0.4 1.4
H -0.463314 0.479602 2.120708 -0.9 0.4 -0.7
H -2.121025 -0.132030 1.782785 -1.0 -1.2 0.8
H -1.802789 1.308765 1.029800 0.7 0.4 0.7
H -1.319573 2.144498 -0.896850 0.0 1.2 -0.4
H 2.922175 -1.535164 -1.283805 0.4 -0.4 0.5
H 0.660513 -1.075245 -2.490166 0.2 0.7 0.4
H -1.325221 2.896320 -1.091257 0.0 -1.1 0.3

# 3
9
Properties=species:S:1:pos:R:3:forces:R:3 method="wB97M-V/def2-TZVPD" homo_energy_ev="-7.66 / -7.96"
C -1.295996 -0.916989 0.113159 3.1 1.4 -0.1
C 0.693311 0.200996 -0.357979 0.3 2.1 -1.7
N 0.006652 -0.763587 -0.050279 -3.1 -1.9 1.0
N -1.956305 1.249076 0.078438 0.8 2.6 -0.1
N 1.913637 0.540296 -0.034374 -1.1 -0.6 0.3
O -2.230275 0.068569 -0.060965 -0.2 -1.4 0.4
H -1.683982 -1.831938 0.034414 -1.7 -3.3 -0.3
H 2.347000 0.079983 0.734967 0.7 0.2 0.7
H 2.205962 1.373594 -0.457383 1.2 0.9 -0.2

DFT total energy in Ha, matching the order above: -7729.91419 -341.81284 -317.26837